{"formula": "C30H43Cl3N5O3RuSi", "method": "ωB97M-V/def2-TZVPD", "species": ["Ru", "Cl", "Cl", "Cl", "Si", "O", "O", "O", "N", "N", "N", "N", "N", "C", "C", "C", "C", "C", "C", "C", "C", "C", "C", "C", "C", "C", "C", "C", "C", "C", "C", "C", "C", "C", "C", "C", "C", "C", "C", "C", "C", "C", "C", "H", "H", "H", "H", "H", "H", "H", "H", "H", "H", "H", "H", "H", "H", "H", "H", "H", "H", "H", "H", "H", "H", "H", "H", "H", "H", "H", "H", "H", "H", "H", "H", "H", "H", "H", "H", "H", "H", "H", "H", "H", "H", "H"], "positions_angstrom": [[0.681389, -1.660802, 1.457497], [0.388539, -1.131730, -0.719543], [-1.399307, -2.466676, 1.843196], [2.968935, -1.334175, 1.273889], [0.445341, -3.298338, -1.682100], [0.207157, 0.438329, 1.665980], [0.466779, -1.187002, -3.560635], [-3.040309, -0.259403, 0.104126], [0.637402, -0.685126, 5.568795], [-2.156700, 2.662641, 10.786336], [0.605781, 2.631460, 1.277372], [-3.051846, 0.068660, -2.195885], [0.978091, -1.463159, 3.532239], [-0.125136, 1.542279, -2.834737], [2.220721, 1.939218, -2.468554], [0.989535, 1.351986, 1.291007], [0.191961, -0.691642, 4.280915], [0.638892, 3.773845, -2.273701], [1.320074, -3.711236, -3.249931], [1.770104, -1.507908, 5.612259], [-3.285056, -1.346306, -2.476305], [-0.797204, 3.009286, 1.259339], [1.391712, -3.906200, -0.172507], [1.199097, 1.082207, -2.926802], [-0.929302, 0.990178, 6.375907], [0.455919, -0.261877, 7.939798], [1.583580, 3.708429, 1.282041], [1.989957, -1.956474, 4.341729], [0.192619, 0.442519, -7.073905], [-2.976428, 0.472568, -0.874220], [-1.087951, 1.418225, 8.758768], [-0.119395, 0.438847, 9.001376], [1.925052, -1.585058, -5.653267], [-0.406689, 2.892381, -2.576785], [-1.680783, 2.114955, 9.866743], [0.194828, 0.263110, -5.615626], [1.003218, -0.627730, -4.924953], [-1.302564, -3.919766, -1.543631], [-3.653935, 0.993749, -3.148532], [-1.480432, 1.705853, 7.442547], [0.038405, 0.009977, 6.634731], [1.503999, -0.238074, -3.515429], [1.941683, 3.274665, -2.160656], [2.746750, 3.939579, -1.838959], [2.322903, -1.684579, 6.511992], [-1.098813, 3.315150, 0.247191], [1.639949, 4.221148, 0.310262], [-3.261142, 0.791538, -4.149710], [2.414622, -3.522473, -0.154802], [2.781106, -2.559071, 3.922106], [-0.313895, -0.380769, -7.602953], [-4.062347, -1.440705, -3.241088], [-2.014309, -3.144593, -1.248394], [2.185589, -2.475226, -5.074445], [-1.414384, 2.170789, 1.588418], [2.570029, 3.289309, 1.513621], [0.911951, -3.662348, 0.819612], [3.236330, 1.550930, -2.375201], [1.562074, -4.776712, -3.286535], [-4.747268, 0.875775, -3.181788], [-1.444402, 3.242097, -2.619578], [-2.222470, 2.482294, 7.257061], [-3.412882, 2.016522, -2.857291], [0.662692, -3.455007, -4.091128], [-3.586515, -1.861030, -1.558046], [1.204630, -1.025980, 8.125368], [0.429891, 4.842632, -2.146606], [0.189963, 0.208122, 10.017957], [-1.605590, -4.352795, -2.510495], [1.203022, 0.533935, -7.495504], [2.258390, -3.140814, -3.262968], [-0.940488, 0.827806, -2.999956], [-2.847851, 1.574223, -0.783131], [-1.241935, 1.210509, 5.354009], [-2.367341, -1.791839, -2.880669], [2.030017, 1.143728, 0.981364], [-1.347051, -4.705955, -0.771329], [-0.912471, 3.867095, 1.928225], [-0.682260, -0.162032, 3.931028], [2.476563, -0.677302, -3.260914], [-0.331449, 1.365226, -7.339295], [1.444541, -1.933408, -6.573425], [-0.453788, 0.923445, -5.041093], [1.439040, -4.996297, -0.234235], [1.298431, 4.442804, 2.047221], [2.862472, -1.072377, -5.924760]], "forces_ev_per_a": [[0.057, 0.570, 3.467], [-0.376, -1.056, -2.794], [-0.050, -0.224, -0.229], [0.342, 0.097, -0.186], [-0.114, 0.160, 2.217], [0.807, 1.885, -0.939], [-0.212, 0.695, -1.300], [0.318, 0.815, -1.242], [-0.505, 0.293, 0.350], [0.731, -0.811, -1.448], [0.290, -0.200, -0.347], [-0.560, 0.054, 0.610], [1.249, -1.378, -0.835], [-0.062, 0.192, -0.256], [-0.326, -0.150, -0.365], [-1.013, -0.299, 0.802], [-0.411, 0.497, 0.508], [-0.134, -0.163, -0.192], [-0.031, 0.181, -0.057], [0.020, 0.052, -0.368], [0.179, 0.148, -0.119], [-0.086, 0.111, 0.268], [0.056, -0.235, -0.101], [-0.088, 1.068, 0.754], [-1.086, 1.206, 0.547], [-0.400, 0.552, 1.571], [0.228, 0.029, -0.363], [-0.975, 0.349, -0.387], [0.017, 0.168, -0.784], [-0.312, -0.659, 0.492], [-0.707, 0.824, 0.778], [1.171, -1.273, -0.735], [-0.034, 0.048, -0.488], [0.353, -0.373, 0.167], [-0.518, 0.580, 0.992], [-1.532, 1.084, -0.215], [1.937, -1.101, 2.534], [-0.200, -0.053, -0.329], [0.194, -0.147, 0.030], [0.274, -0.558, -1.212], [1.036, -0.889, -1.134], [-0.219, -0.535, -0.368], [-0.132, -0.062, -0.021], [-0.202, -0.241, -0.169], [0.039, 0.043, 0.049], [0.153, -0.084, 0.181], [-0.119, -0.137, 0.299], [0.010, 0.148, 0.090], [-0.099, -0.076, 0.032], [-0.105, 0.042, 0.206], [0.146, 0.093, 0.045], [-0.002, -0.029, 0.206], [0.238, -0.240, -0.004], [-0.096, 0.542, -0.134], [0.103, 0.158, -0.016], [-0.230, 0.215, -0.002], [0.314, -0.689, -0.956], [-0.184, 0.177, -0.135], [-0.048, -0.013, 0.217], [0.190, 0.067, 0.024], [0.446, -0.083, 0.077], [0.183, -0.222, 0.026], [-0.044, -0.004, -0.108], [0.459, -0.145, 0.247], [0.042, 0.129, -0.224], [-0.176, 0.161, 0.113], [0.144, -0.467, 0.105], [-0.097, 0.094, -0.170], [-0.093, 0.135, 0.300], [-0.112, -0.178, 0.052], [-0.263, -0.231, -0.199], [0.385, 0.392, -0.002], [-0.069, -0.280, -0.040], [0.074, 0.014, 0.387], [-0.195, 0.038, 0.110], [-0.295, 0.045, 0.374], [0.156, 0.278, -0.277], [-0.235, -0.185, -0.024], [0.208, -0.289, 0.121], [-0.085, 0.267, 0.033], [0.010, -0.177, 0.034], [0.148, 0.023, 0.051], [0.276, -0.283, -0.176], [0.022, -0.131, 0.073], [0.181, -0.261, -0.102], [-0.356, -0.109, 0.015]], "lowdin_charge": [0.67, 0.40, 0.03, 0.00, 0.47, -0.23, -0.16, -0.02, -0.02, 0.10, -0.16, -0.20, -0.20, -0.07, -0.02, -0.30, -0.18, -0.10, -0.19, -0.05, -0.05, -0.02, -0.29, -0.21, -0.04, -0.04, -0.03, -0.16, -0.09, -0.32, -0.29, -0.06, -0.01, -0.07, -0.23, -0.05, -0.33, -0.20, -0.07, -0.05, -0.24, -0.26, -0.10, 0.11, 0.10, 0.08, 0.07, 0.09, -0.01, 0.08, 0.09, 0.09, -0.01, 0.05, 0.09, 0.10, -0.04, 0.12, 0.06, 0.10, 0.10, 0.11, 0.07, 0.04, 0.09, 0.09, 0.11, 0.11, 0.05, 0.09, 0.04, 0.09, 0.13, 0.08, 0.07, 0.09, 0.05, 0.09, 0.10, 0.16, 0.08, 0.09, 0.10, 0.04, 0.10, 0.11], "multiplicity": 6, "e_tot_ha": -3433.28255, "orbital_gap_ev": [2.948, 5.927], "total_charge": 0, "homo_ev": [-3.2099, -7.3405]}



{"formula": "C30H43N3O6PS", "method": "ωB97M-V/def2-TZVPD", "species": ["S", "P", "O", "O", "O", "O", "O", "O", "N", "N", "N", "C", "C", "C", "C", "C", "C", "C", "C", "C", "C", "C", "C", "C", "C", "C", "C", "C", "C", "C", "C", "C", "C", "C", "C", "C", "C", "C", "C", "C", "C", "H", "H", "H", "H", "H", "H", "H", "H", "H", "H", "H", "H", "H", "H", "H", "H", "H", "H", "H", "H", "H", "H", "H", "H", "H", "H", "H", "H", "H", "H", "H", "H", "H", "H", "H", "H", "H", "H", "H", "H", "H", "H", "H"], "positions_angstrom": [[-0.979337, -1.022476, -0.518981], [1.340581, -2.492332, 2.013524], [-1.705251, -0.048709, -1.254505], [-7.910098, 1.406194, -6.066507], [-0.240609, -2.059531, -1.143143], [1.622170, 1.913846, 1.267908], [-5.625396, 2.243507, -1.282639], [4.994764, -0.973134, 2.488164], [2.056621, -1.522347, 0.692098], [0.160895, -0.037088, 0.308781], [2.117407, 0.627926, 1.342268], [2.304331, -2.124740, 3.531587], [-7.380813, 1.620767, -4.998833], [3.958047, -1.348993, -0.867606], [1.366378, -0.335077, 0.772413], [1.821321, -4.189566, 1.536653], [3.470870, 0.438260, 0.803610], [3.529190, -1.087702, 0.585084], [-5.489185, 1.200416, -3.395104], [-0.155957, 2.859412, 4.496030], [1.450729, 2.453213, 2.605534], [-9.763895, 4.058472, -3.417681], [-5.475073, 0.126242, -5.552510], [4.566216, -3.092109, -2.596708], [-2.032385, -1.681124, 0.716413], [-6.130157, 2.080615, -2.374917], [4.472797, -1.855863, 1.527306], [-7.407253, 2.750381, -2.748573], [6.771953, 1.032666, 3.313114], [-3.662693, -0.232821, -4.011172], [7.270381, -0.401588, 3.095485], [6.161220, -1.437771, 3.175700], [3.764597, -2.791823, -1.334061], [-7.991215, 2.546026, -4.000346], [-8.014870, 3.600815, -1.831869], [-4.266224, -0.473056, -5.241524], [-6.088300, 0.969281, -4.632930], [0.118131, 2.061216, 3.209655], [-4.274125, 0.599211, -3.089198], [-9.168970, 3.205159, -4.331515], [-9.189793, 4.252325, -2.166159], [2.884250, -1.203193, 3.443134], [6.579419, 1.540162, 2.367825], [7.518633, 1.625637, 3.839543], [4.248083, 0.907036, 1.395549], [-3.789326, -1.126375, -5.960654], [3.458728, 0.912905, -0.182195], [-0.485902, 2.210000, 5.304724], [-9.602709, 3.036784, -5.307798], [5.635812, -3.153526, -2.388743], [4.255824, -4.039898, -3.036171], [2.268809, -4.713904, 2.381420], [-5.959002, -0.044320, -6.504604], [1.542573, 3.531805, 2.485508], [-2.712443, -0.692482, -3.772156], [2.704616, -2.966780, -1.528120], [1.593098, -2.027596, 4.350461], [-2.524331, -0.867993, 1.245859], [3.009408, -2.922270, 3.769409], [0.104228, 0.986818, 3.414414], [4.050295, -3.499399, -0.548284], [0.921256, -4.725227, 1.238429], [5.281561, -2.297789, 0.938368], [7.787769, -0.479044, 2.137120], [-2.764950, -2.247312, 0.136997], [5.856751, 1.055929, 3.907321], [-0.111869, 0.938070, 0.416883], [3.381059, -0.696371, -1.530190], [8.008561, -0.650044, 3.860648], [-7.551540, 3.741078, -0.864836], [6.486937, -2.393463, 2.753628], [5.893951, -1.624384, 4.220492], [-0.930739, 3.606920, 4.342075], [2.507699, -4.201209, 0.692161], [3.939482, -2.680569, 2.015589], [-9.660685, 4.915426, -1.452341], [-10.678554, 4.574299, -3.678825], [0.740232, 3.375257, 4.845617], [5.011125, -1.062557, -0.962828], [-1.467160, -2.325032, 1.380835], [-0.663440, 2.268027, 2.473135], [2.281650, 2.096751, 3.218002], [4.403896, -2.320077, -3.351951], [-3.820054, 0.799814, -2.130295]], "forces_ev_per_a": [[-0.083, 0.039, -0.116], [-0.420, -0.354, -0.308], [-0.024, 0.183, -0.133], [0.000, 0.006, -0.011], [0.201, -0.209, 0.012], [0.036, 0.108, -0.143], [0.003, 0.000, 0.008], [0.061, 0.001, -0.111], [0.038, 0.885, 0.732], [-0.119, -0.206, 0.555], [-0.032, 0.211, -0.263], [0.148, -0.020, 0.023], [0.015, 0.001, 0.031], [-0.221, -0.272, -0.020], [0.091, -0.141, -0.082], [-0.016, -0.100, 0.011], [0.068, 0.177, -0.412], [0.143, -0.423, -0.494], [-0.009, 0.017, 0.048], [0.002, -0.132, 0.057], [0.029, -0.093, 0.126], [0.002, -0.010, -0.016], [0.031, -0.019, -0.006], [-0.094, -0.050, -0.043], [-0.052, 0.028, 0.011], [-0.017, -0.012, -0.025], [-0.024, 0.060, 0.190], [0.023, 0.007, 0.007], [0.105, 0.023, 0.058], [-0.025, 0.012, 0.007], [0.002, 0.078, 0.035], [0.051, -0.089, 0.111], [0.055, -0.068, -0.062], [0.002, -0.016, -0.019], [-0.029, 0.026, 0.003], [-0.013, 0.001, -0.010], [-0.016, 0.009, -0.014], [-0.060, 0.139, -0.006], [0.022, -0.027, -0.044], [-0.031, 0.019, 0.018], [0.015, -0.006, 0.011], [-0.165, 0.021, 0.057], [-0.115, -0.046, 0.001], [0.009, 0.007, -0.024], [-0.107, -0.313, 0.356], [0.000, 0.003, 0.003], [0.166, 0.119, 0.091], [-0.016, 0.011, -0.011], [0.011, -0.016, 0.003], [-0.016, 0.074, -0.017], [0.049, -0.013, 0.027], [0.013, 0.003, -0.013], [-0.008, 0.016, 0.006], [-0.069, -0.021, -0.092], [0.002, 0.001, -0.004], [-0.032, 0.059, 0.065], [0.008, 0.046, 0.012], [0.022, 0.012, -0.032], [-0.075, 0.009, 0.077], [0.044, 0.002, -0.055], [0.095, 0.055, -0.029], [0.026, -0.032, -0.019], [0.018, 0.057, -0.018], [-0.038, 0.014, -0.018], [-0.006, -0.009, 0.094], [0.018, -0.004, 0.013], [0.010, -0.038, -0.014], [0.057, 0.001, -0.013], [-0.010, -0.088, -0.022], [0.015, -0.005, -0.011], [0.010, 0.038, -0.005], [-0.093, 0.061, -0.017], [0.048, 0.057, -0.022], [0.020, 0.033, 0.064], [0.209, 0.017, -0.271], [0.001, 0.000, -0.005], [0.000, -0.005, 0.005], [-0.003, -0.008, 0.004], [-0.028, 0.076, 0.040], [0.039, -0.032, 0.026], [-0.009, -0.046, 0.021], [0.021, 0.094, 0.008], [0.039, 0.000, 0.022], [-0.016, 0.005, 0.004]], "lowdin_charge": [0.60, 0.99, -0.26, 0.11, -0.26, -0.07, 0.10, -0.18, -0.09, 0.07, -0.02, -0.25, -0.28, -0.14, -0.39, -0.24, 0.01, -0.32, -0.08, -0.08, -0.16, -0.05, 0.00, -0.09, -0.13, -0.28, -0.17, -0.09, -0.10, -0.06, -0.21, -0.20, -0.26, -0.08, 0.00, -0.05, -0.08, -0.23, -0.01, 0.00, -0.05, 0.04, 0.07, 0.07, 0.13, 0.11, 0.14, 0.08, 0.12, 0.08, 0.08, 0.05, 0.12, 0.14, 0.10, 0.11, 0.04, 0.08, 0.05, 0.10, 0.09, 0.04, 0.14, 0.11, 0.09, 0.07, 0.14, 0.13, 0.11, 0.12, 0.12, 0.13, 0.08, 0.02, 0.09, 0.11, 0.11, 0.08, 0.14, 0.03, 0.11, 0.13, 0.08, 0.09], "multiplicity": 1, "e_tot_ha": -2523.91422, "orbital_gap_ev": 8.219, "total_charge": 1, "homo_ev": -11.0706}